1.
{"formula": "C22H45N2O3P3W", "method": "ωB97M-V/def2-TZVPD", "homo_energy_ha": [-0.6442, -0.6437], "charge": 4, "molar_mass_g_mol": 662.4, "gap_ev": [3.6, 2.7], "spin_multiplicity": 3, "elements": ["P", "C", "H", "H", "H", "C", "H", "H", "H", "C", "H", "H", "H", "P", "C", "H", "H", "H", "C", "H", "H", "H", "C", "H", "H", "H", "P", "C", "H", "H", "H", "C", "H", "H", "H", "C", "H", "H", "H", "W", "C", "O", "C", "O", "C", "C", "C", "C", "C", "C", "H", "H", "H", "H", "H", "H", "C", "N", "C", "C", "O", "N", "C", "C", "H", "H", "H", "H", "H", "H", "H", "H", "H", "H", "H", "H"], "coordinates": [[-1.267, -3.010, -2.509], [-2.963, -2.975, -1.784], [-3.719, -2.972, -2.580], [-3.052, -2.035, -1.217], [-3.138, -3.824, -1.107], [-1.560, -4.015, -4.033], [-0.575, -4.250, -4.460], [-2.116, -3.402, -4.754], [-2.103, -4.953, -3.851], [-0.511, -4.305, -1.440], [-1.140, -5.200, -1.339], [-0.322, -3.874, -0.449], [0.452, -4.589, -1.886], [3.454, 0.298, 2.013], [2.139, 0.490, 3.254], [2.569, 0.912, 4.173], [1.683, -0.480, 3.478], [1.370, 1.169, 2.863], [4.585, -0.889, 2.811], [5.517, -0.954, 2.235], [4.111, -1.880, 2.825], [4.802, -0.575, 3.841], [4.308, 1.899, 2.144], [4.537, 2.102, 3.201], [3.646, 2.683, 1.754], [5.232, 1.871, 1.556], [-0.433, 2.629, -2.180], [-1.875, 3.140, -1.272], [-2.619, 3.526, -1.988], [-1.590, 3.941, -0.571], [-2.289, 2.282, -0.710], [0.590, 3.941, -2.835], [0.037, 4.475, -3.621], [1.527, 3.543, -3.255], [0.844, 4.655, -2.040], [-0.806, 1.428, -3.447], [-1.410, 1.918, -4.224], [-1.384, 0.593, -3.028], [0.104, 1.018, -3.905], [2.799, -0.558, -0.863], [1.246, -0.961, 0.451], [0.303, -1.151, 1.129], [0.893, 1.568, -0.980], [0.813, 2.080, 0.114], [4.155, 0.761, -1.665], [3.147, 0.416, -2.603], [2.860, -0.953, -2.855], [3.536, -1.964, -2.133], [4.508, -1.619, -1.162], [4.804, -0.250, -0.915], [4.453, 1.794, -1.529], [2.639, 1.203, -3.143], [2.102, -1.218, -3.582], [3.324, -3.017, -2.305], [5.052, -2.374, -0.608], [5.574, 0.028, -0.195], [-2.774, 2.981, 1.973], [-3.189, 1.741, 2.590], [-2.853, 1.618, 4.005], [-3.146, 0.610, 1.775], [-2.726, 0.624, 0.610], [-3.634, -0.543, 2.400], [-4.895, -0.449, 3.124], [-3.440, -1.787, 1.685], [-2.907, 3.780, 2.710], [-3.397, 3.186, 1.095], [-1.720, 2.952, 1.648], [-3.427, 2.374, 4.563], [-3.126, 0.613, 4.339], [-1.775, 1.788, 4.183], [-5.756, -0.629, 2.459], [-4.921, -1.214, 3.911], [-4.981, 0.544, 3.573], [-4.123, -1.858, 0.821], [-2.399, -1.837, 1.341], [-3.654, -2.609, 2.381]], "atomic_forces_ev_per_a": [[-2.8, -4.6, 0.3], [0.0, 1.7, 0.0], [0.3, 0.1, 0.1], [-0.4, -0.3, 0.1], [0.5, 0.2, -0.2], [1.1, 1.4, -1.0], [-0.3, -0.1, -0.1], [0.1, -0.3, 0.0], [0.0, 0.3, 0.6], [1.7, 1.2, 0.3], [-0.2, 0.4, -0.3], [-0.1, -0.3, -0.1], [-0.2, -0.1, 0.2], [0.0, -0.1, 0.6], [-0.5, -0.1, -0.4], [0.0, -0.1, -0.3], [0.0, 0.2, 0.1], [0.1, -0.1, 0.2], [-0.1, -0.4, -0.7], [-0.1, 0.0, 0.3], [0.2, 0.2, 0.1], [-0.1, 0.1, -0.3], [-0.1, 0.1, -0.8], [-0.1, -0.2, -0.3], [0.3, -0.1, 0.2], [-0.1, 0.2, 0.2], [0.4, -0.5, -0.6], [0.3, 0.0, 0.5], [0.3, -0.1, 0.0], [-0.1, -0.2, -0.2], [0.1, 0.1, -0.1], [0.4, 0.2, 0.3], [0.0, -0.1, 0.1], [-0.4, 0.1, 0.0], [-0.1, -0.1, -0.2], [-0.1, -0.4, -0.2], [0.1, -0.1, 0.1], [0.0, 0.3, 0.0], [-0.2, 0.3, 0.1], [-4.9, 2.2, 7.3], [-5.9, -1.1, 4.3], [4.5, 0.8, -3.1], [-1.3, 2.3, 3.6], [0.8, -1.9, -3.1], [1.3, 1.8, -0.5], [0.7, 0.7, -2.6], [-0.4, -0.2, -3.1], [0.7, -1.9, -1.3], [2.4, -0.9, 0.0], [3.0, 0.1, -0.2], [-0.2, 0.0, 0.2], [0.0, -0.2, 0.0], [0.1, 0.0, 0.0], [-0.1, 0.2, 0.1], [-0.3, -0.1, 0.0], [-0.3, -0.1, -0.2], [-0.2, 0.1, 0.0], [0.6, -0.8, -1.1], [-0.2, 0.0, 0.4], [-0.8, -0.1, 1.5], [0.4, 0.1, -0.1], [0.6, 0.9, -1.0], [-0.5, -0.2, 0.4], [-0.2, 0.0, 0.0], [0.0, -0.1, -0.3], [0.0, 0.1, 0.2], [0.0, 0.0, 0.2], [0.2, -0.3, 0.0], [0.3, 0.5, 0.2], [-0.3, 0.0, -0.1], [0.3, 0.1, 0.1], [0.0, 0.3, -0.1], [-0.3, -0.4, -0.1], [0.2, -0.1, 0.2], [-0.2, -0.1, 0.0], [0.1, 0.2, -0.3]], "mulliken_charge": [0.903, -0.873, 0.467, 0.030, 0.416, -1.216, 0.410, 0.415, 0.411, -1.185, 0.460, 0.346, 0.393, 0.765, -1.237, 0.515, 0.396, 0.293, -1.249, 0.416, 0.358, 0.452, -1.221, 0.480, 0.336, 0.384, 0.522, -0.521, 0.513, 0.482, -0.068, -1.155, 0.450, 0.383, 0.433, -1.089, 0.522, 0.229, 0.350, 1.014, 0.775, -0.437, 0.047, -0.210, -0.348, -0.678, -0.898, -0.590, -0.569, -0.744, 0.501, 0.917, 0.579, 0.533, 0.552, 0.839, -0.688, 0.131, -1.102, 0.385, -0.758, 0.124, -1.151, -0.628, 0.377, 0.323, 0.059, 0.355, 0.448, 0.309, 0.375, 0.381, 0.416, 0.302, -0.051, 0.394]}

---

2.
{"formula": "C22H46As3BrNOSe2V", "method": "ωB97M-V/def2-TZVPD", "homo_energy_ha": [-0.4663, -0.4663], "charge": 2, "e_above_lowest_ev": 0.000, "molar_mass_g_mol": 854.2, "gap_ev": [6.6, 6.7], "spin_multiplicity": 3, "elements": ["V", "C", "Se", "C", "C", "Se", "C", "H", "H", "H", "H", "H", "H", "H", "H", "H", "H", "C", "As", "C", "C", "C", "C", "C", "As", "C", "C", "C", "As", "C", "C", "H", "H", "H", "H", "H", "H", "H", "H", "H", "H", "H", "H", "H", "H", "H", "H", "H", "H", "H", "H", "H", "H", "H", "H", "H", "H", "H", "C", "C", "C", "C", "C", "Br", "N", "C", "H", "H", "H", "H", "H", "H", "C", "O", "H", "H", "H"], "coordinates": [[0.721, -0.823, 0.266], [-3.993, -3.815, -1.509], [-2.465, -3.204, -0.470], [-1.364, -4.808, -0.624], [-0.187, -4.640, -1.563], [1.229, -3.451, -0.935], [1.865, -4.604, 0.494], [-4.441, -4.677, -1.024], [-3.686, -4.056, -2.523], [-4.714, -3.002, -1.529], [-2.023, -5.592, -0.997], [-1.046, -5.104, 0.374], [-0.497, -4.241, -2.527], [0.316, -5.592, -1.740], [2.157, -5.556, 0.057], [1.100, -4.757, 1.251], [2.742, -4.136, 0.936], [1.784, 1.684, 2.911], [0.304, 1.271, 1.729], [-1.185, 1.275, 2.972], [0.226, 2.923, 0.691], [-0.867, 3.128, -0.375], [-2.241, 3.105, 0.296], [-0.766, 2.103, -1.514], [-1.163, 0.209, -1.208], [-3.088, 0.133, -0.971], [-0.957, -0.463, -3.010], [-0.595, 4.538, -0.950], [-1.477, 5.407, -2.521], [-3.236, 4.546, -2.696], [-0.577, 4.484, -4.006], [1.580, 2.607, 3.452], [2.697, 1.806, 2.330], [1.918, 0.873, 3.626], [-1.407, 2.297, 3.272], [-0.896, 0.697, 3.848], [-2.070, 0.823, 2.530], [1.214, 2.989, 0.226], [0.168, 3.734, 1.422], [-2.450, 2.148, 0.775], [-3.035, 3.298, -0.421], [-2.297, 3.878, 1.066], [0.237, 2.122, -1.951], [-1.453, 2.393, -2.307], [-3.530, 1.029, -1.402], [-3.366, 0.057, 0.077], [-3.451, -0.741, -1.505], [-1.632, 0.070, -3.679], [-1.199, -1.524, -3.016], [0.072, -0.320, -3.334], [0.464, 4.617, -1.218], [-0.742, 5.256, -0.139], [-3.886, 4.837, -1.872], [-3.205, 3.459, -2.779], [-3.673, 4.941, -3.613], [0.502, 4.519, -3.855], [-0.800, 5.042, -4.915], [-0.892, 3.453, -4.155], [5.334, -1.788, 3.375], [3.851, -1.951, 3.210], [3.065, -2.617, 4.149], [1.698, -2.770, 3.957], [1.169, -2.233, 2.806], [-0.656, -2.381, 2.323], [1.884, -1.580, 1.897], [3.202, -1.442, 2.094], [5.652, -2.084, 4.372], [5.635, -0.754, 3.213], [5.871, -2.406, 2.654], [3.525, -3.025, 5.041], [1.073, -3.288, 4.670], [3.744, -0.909, 1.322], [2.877, 0.561, -1.388], [1.961, -0.403, -0.893], [2.426, 1.554, -1.427], [3.191, 0.267, -2.388], [3.757, 0.600, -0.744]], "atomic_forces_ev_per_a": [[-0.1, -0.6, -0.1], [0.0, 0.0, 0.0], [0.0, -0.1, 0.1], [0.0, 0.0, 0.0], [0.0, 0.0, 0.0], [0.0, 0.2, 0.0], [0.0, 0.0, 0.0], [0.0, 0.0, 0.0], [0.0, 0.0, 0.0], [0.0, 0.0, 0.0], [0.0, 0.0, 0.0], [0.0, 0.0, 0.0], [0.0, 0.0, 0.0], [0.0, 0.0, 0.0], [0.0, 0.0, 0.0], [0.0, 0.0, 0.0], [0.0, 0.0, 0.0], [0.0, 0.0, 0.0], [0.2, 0.0, -0.2], [0.0, 0.0, 0.0], [0.0, 0.0, 0.0], [0.0, 0.0, 0.0], [0.0, 0.0, 0.0], [0.0, 0.0, 0.0], [0.0, -0.1, 0.0], [0.0, 0.0, 0.0], [0.0, 0.0, 0.0], [0.0, 0.0, 0.0], [0.0, 0.0, 0.0], [0.0, 0.0, 0.0], [0.0, 0.0, 0.0], [0.0, 0.0, 0.0], [0.0, 0.0, 0.0], [0.0, 0.0, 0.0], [0.0, 0.0, 0.0], [0.0, 0.0, 0.0], [0.0, 0.0, 0.0], [0.0, 0.0, 0.0], [0.0, 0.0, 0.0], [0.0, 0.0, 0.0], [0.0, 0.0, 0.0], [0.0, 0.0, 0.0], [0.0, 0.0, 0.0], [0.0, 0.0, -0.1], [0.0, 0.0, 0.0], [0.0, 0.0, 0.0], [0.0, 0.0, 0.0], [0.0, 0.0, 0.0], [0.0, 0.0, 0.0], [0.0, 0.0, 0.0], [0.0, 0.0, 0.0], [0.0, 0.0, 0.0], [0.0, 0.0, 0.0], [0.0, 0.0, 0.0], [0.0, 0.0, 0.0], [0.0, 0.0, 0.0], [0.0, 0.0, 0.0], [0.0, 0.0, 0.0], [0.0, 0.0, 0.0], [0.0, 0.0, 0.0], [0.0, 0.0, 0.0], [0.0, 0.0, 0.0], [0.0, 0.0, 0.0], [-0.1, 0.1, 0.0], [-0.1, 0.0, 0.0], [0.0, 0.0, 0.0], [0.0, 0.0, 0.0], [0.0, 0.0, 0.0], [0.0, 0.0, 0.0], [0.0, 0.0, 0.0], [0.0, 0.0, 0.0], [0.0, 0.0, 0.0], [-0.1, 0.1, 0.1], [0.2, 0.2, 0.1], [0.0, 0.0, 0.0], [0.0, 0.0, 0.0], [0.0, 0.0, 0.0]], "mulliken_charge": [0.499, -1.181, 0.138, -0.804, -0.831, 0.204, -1.035, 0.369, 0.380, 0.406, 0.515, 0.327, 0.430, 0.494, 0.466, 0.300, 0.255, -1.324, 0.957, -1.356, -1.690, 2.531, -1.462, -1.345, 1.384, -1.408, -1.220, -2.110, 0.306, -1.055, -1.003, 0.495, 0.399, 0.372, 0.443, 0.477, 0.313, 0.513, 0.580, 0.017, 0.203, 0.415, 0.369, 0.064, 0.383, 0.338, 0.527, 0.455, 0.276, 0.381, 0.569, 0.535, 0.328, 0.224, 0.423, 0.298, 0.427, 0.215, -1.451, 0.919, -0.602, -0.824, -0.036, -0.009, 1.050, -1.244, 0.412, 0.374, 0.321, 0.455, 0.549, 0.541, -0.805, -0.624, 0.185, 0.316, 0.297]}

---

3.
{"formula": "C22H46F3N5O6P", "method": "ωB97M-V/def2-TZVPD", "homo_energy_ha": -0.4374, "charge": 1, "e_above_lowest_ev": 7.615, "molar_mass_g_mol": 564.6, "gap_ev": 7.4, "elements": ["C", "C", "O", "P", "O", "C", "C", "C", "N", "N", "N", "C", "C", "C", "O", "C", "C", "F", "F", "F", "N", "C", "C", "N", "O", "C", "C", "H", "H", "H", "H", "H", "H", "H", "H", "H", "H", "H", "H", "H", "H", "H", "H", "H", "H", "H", "H", "H", "H", "H", "H", "H", "H", "C", "C", "O", "C", "C", "H", "H", "H", "H", "H", "H", "H", "H", "H", "H", "C", "C", "O", "C", "C", "H", "H", "H", "H", "H", "H", "H", "H", "H", "H"], "coordinates": [[8.094, -0.796, 0.506], [7.099, -2.040, 0.911], [5.878, -1.906, 0.103], [4.821, -0.655, 0.693], [5.138, -0.285, 2.231], [3.009, -1.257, 0.662], [2.553, -2.026, -0.713], [1.376, -3.187, -0.463], [0.141, -2.581, 0.166], [0.072, -2.325, 1.555], [-1.129, -1.772, 1.977], [-1.872, -1.727, 0.649], [-3.398, -1.135, 0.730], [-4.483, -1.862, -0.260], [-4.919, -0.854, -1.243], [-5.863, 0.116, -0.666], [-5.448, 1.622, -1.248], [-4.058, 2.028, -0.843], [-6.351, 2.691, -0.682], [-5.439, 1.658, -2.753], [-1.024, -2.231, -0.498], [-1.455, -2.337, -1.944], [-0.356, -1.806, -3.039], [-0.012, -2.704, -4.056], [4.998, 0.886, -0.172], [5.408, 0.653, -1.566], [5.927, 2.135, -2.141], [7.546, 0.221, 0.292], [8.862, -0.643, 1.378], [8.684, -1.154, -0.468], [7.653, -3.032, 0.545], [6.924, -2.180, 2.060], [2.881, -2.020, 1.547], [2.317, -0.301, 0.832], [3.463, -2.452, -1.354], [2.063, -1.191, -1.412], [1.173, -3.733, -1.500], [1.794, -4.009, 0.260], [-3.384, 0.055, 0.642], [-3.775, -1.343, 1.843], [-5.434, -2.167, 0.367], [-4.086, -2.843, -0.775], [-6.990, -0.060, -0.965], [-5.833, 0.209, 0.500], [-1.703, -3.481, -2.175], [-2.469, -1.758, -2.188], [0.185, -0.749, -3.014], [0.712, -2.288, -4.683], [6.321, -0.066, -1.698], [4.430, 0.290, -2.143], [6.968, 2.340, -1.598], [5.179, 2.999, -1.798], [6.020, 2.051, -3.306], [-0.888, 3.540, -2.948], [0.455, 3.453, -2.245], [1.306, 2.437, -2.771], [1.680, 2.565, -4.139], [2.457, 3.835, -4.439], [-1.385, 2.565, -2.955], [-1.537, 4.266, -2.445], [-0.778, 3.856, -3.990], [0.283, 3.200, -1.193], [0.968, 4.419, -2.253], [0.800, 2.481, -4.784], [2.317, 1.704, -4.369], [1.841, 4.726, -4.296], [2.808, 3.833, -5.475], [3.322, 3.926, -3.773], [-4.521, -1.534, 6.741], [-3.645, -0.675, 5.846], [-4.167, -0.513, 4.529], [-5.437, 0.122, 4.421], [-5.453, 1.542, 4.960], [-4.726, -2.500, 6.269], [-4.031, -1.707, 7.705], [-5.486, -1.057, 6.937], [-2.672, -1.164, 5.737], [-3.453, 0.301, 6.301], [-6.210, -0.489, 4.897], [-5.679, 0.152, 3.352], [-5.290, 1.563, 6.040], [-6.418, 2.016, 4.758], [-4.662, 2.140, 4.498]], "atomic_forces_ev_per_a": [[0.6, -0.8, 0.1], [2.3, -0.1, -0.1], [-2.1, 2.1, 1.3], [2.3, 2.4, 5.7], [-1.3, -1.7, -5.9], [-0.9, -0.7, -0.8], [-0.8, 1.1, -0.9], [2.4, -0.5, -0.8], [-1.0, 0.4, 1.9], [-1.7, 0.4, -2.2], [1.3, -2.2, -8.4], [1.1, 0.2, 1.3], [0.2, -0.6, 0.8], [-0.6, 0.6, 0.9], [-0.9, 0.0, 1.4], [-0.2, 1.5, -0.2], [0.9, 1.7, -0.7], [-4.3, -1.3, -1.2], [3.0, -3.7, -2.2], [-0.3, 0.1, 5.3], [-2.6, 2.3, 5.7], [-0.3, -0.8, -2.6], [2.0, -3.1, -3.4], [-1.4, 4.0, 4.8], [0.3, -4.5, 0.0], [-0.1, 1.7, -1.7], [-0.3, -0.7, 1.1], [0.9, -2.1, 0.6], [-1.4, -0.2, -1.8], [-1.3, 1.0, 2.1], [-1.6, 2.1, 0.6], [-0.1, 0.7, -2.3], [0.6, 1.8, -1.5], [1.7, -2.1, -0.2], [-2.1, 0.5, 1.7], [1.0, -1.9, 1.4], [-0.2, 1.4, 2.4], [-1.1, 1.7, -1.2], [0.1, -2.7, -0.2], [1.4, 0.4, -2.2], [2.1, 0.4, -1.1], [-0.8, 2.2, 0.7], [2.4, 0.2, 0.3], [0.2, -0.2, -2.1], [0.9, 2.5, 0.4], [2.3, -0.9, 1.3], [-1.6, -2.1, 0.4], [-0.8, 0.0, 0.6], [-2.0, 1.1, 0.5], [2.3, 0.6, 0.9], [-2.2, -0.4, -1.5], [1.6, -2.0, -0.9], [0.0, 0.4, 2.3], [0.0, 0.1, -0.2], [-0.1, 0.0, 0.0], [0.0, -0.3, 0.1], [0.1, 0.1, 0.0], [0.0, 0.2, 0.1], [0.0, 0.1, 0.1], [0.1, -0.1, -0.1], [-0.1, 0.0, 0.1], [0.2, -0.1, -0.1], [0.0, 0.0, -0.1], [0.0, 0.1, 0.0], [-0.1, 0.0, 0.2], [0.0, 0.0, -0.1], [0.0, 0.0, 0.1], [-0.1, -0.1, -0.1], [-0.3, 0.0, 0.0], [0.0, -0.1, 0.1], [0.1, -0.1, -0.4], [0.1, 0.1, 0.1], [0.1, 0.1, 0.1], [0.1, 0.1, 0.1], [-0.1, 0.0, -0.2], [0.1, 0.0, 0.1], [-0.2, 0.1, -0.2], [-0.1, 0.0, 0.0], [0.0, 0.0, 0.0], [0.2, -0.1, 0.0], [-0.1, 0.0, -0.1], [0.1, -0.1, 0.0], [-0.1, -0.1, 0.0]], "mulliken_charge": [-0.619, -0.351, -0.344, 0.824, -0.729, -0.553, 0.031, -1.017, 0.611, -0.459, -0.207, -0.099, 0.236, -0.552, -0.358, -0.286, 0.775, -0.267, -0.246, -0.240, 0.291, -0.054, -0.138, -0.586, -0.385, -0.001, -0.976, 0.119, 0.297, 0.250, 0.262, 0.330, 0.338, 0.286, 0.391, -0.072, 0.362, 0.355, 0.317, 0.062, 0.330, 0.351, 0.365, 0.022, 0.282, 0.234, 0.239, 0.303, 0.324, 0.119, 0.310, 0.208, 0.313, -1.075, -0.369, -0.288, -0.308, -1.185, 0.233, 0.404, 0.281, 0.315, 0.344, 0.355, 0.326, 0.305, 0.412, 0.244, -1.053, -0.351, -0.322, 0.079, -1.178, 0.290, 0.389, 0.272, 0.314, 0.306, 0.303, -0.047, 0.294, 0.400, 0.308]}